# 1
11 unconnected molecules or ions with the total composition H22O11 in a non-equilibrium geometry. Source: the Open Molecules 2025 dataset; level of theory: ωB97M-V/def2-TZVPD.

```
! RIJCOSX wB97M-V def2-TZVPD def2/J DEFGRID3
* xyz 1 2
O 2.258 14.806 11.104
O 4.794 15.345 13.615
O 5.425 14.276 10.951
O 3.516 17.079 9.847
O 1.287 19.419 16.198
O 4.164 18.972 15.349
O 0.803 19.174 13.292
O 2.359 17.098 16.891
O 0.303 15.871 13.476
O 3.081 17.495 13.017
O 2.558 13.812 14.244
H 1.321 14.927 11.259
H 0.880 16.535 13.098
H 5.583 13.853 11.795
H 1.845 13.326 13.830
H 3.057 16.618 16.446
H 4.517 14.574 10.999
H 3.281 16.336 9.291
H 4.612 15.360 14.554
H 3.007 16.951 10.647
H 2.974 14.287 13.525
H 4.103 19.333 16.233
H 0.654 15.720 14.354
H 3.165 17.679 13.952
H 1.804 18.625 16.333
H 1.895 20.136 16.376
H 1.661 18.775 13.148
H 2.315 13.994 10.601
H 2.803 17.565 17.599
H 5.728 15.145 13.555
H 5.072 18.680 15.271
H 3.668 16.755 12.863
H 0.664 19.111 14.237
*
```

Output
HOMO energy (alpha / beta) = -13.80 / -13.75 eV
E_tot = -840.42825 Ha
largest force on an atom = 2.2 eV Å⁻¹
Kohn-Sham gap (alpha / beta) = 10.16 / 3.03 eV
LUMO (alpha / beta) = -3.641 / -10.717 eV
ΔE to the lowest compared entry with this formula, charge and spin = 1.233 eV
expectation value of S² = 0.76

***

# 2
11 unconnected molecules or ions with the total composition H22O11 in a non-equilibrium geometry. Source: the Open Molecules 2025 dataset; level of theory: ωB97M-V/def2-TZVPD.

```
! RIJCOSX wB97M-V def2-TZVPD def2/J DEFGRID3
* xyz 1 2
O -0.150 1.085 -3.561
O 3.527 2.188 -2.077
O -0.704 3.876 0.736
O 1.803 -2.280 3.335
O 2.544 -2.115 -2.723
O -2.064 -0.898 0.730
O -4.950 0.516 1.003
O -0.144 1.096 1.138
O -1.460 -2.578 -1.421
O 0.909 -0.478 -1.292
O 0.228 0.115 3.940
H -2.839 -1.019 0.155
H -4.915 0.420 0.057
H -2.068 -1.816 1.039
H -0.104 0.809 -4.489
H 1.449 -1.517 3.711
H -0.754 0.490 0.676
H 0.397 0.525 -2.991
H 0.794 -0.133 -0.399
H -0.698 1.192 1.930
H -0.433 2.960 0.560
H 2.675 -2.511 3.643
H 0.859 0.374 3.254
H -0.440 -0.316 3.390
H 3.116 1.461 -1.592
H -0.910 -1.786 -1.398
H -1.408 -3.061 -0.597
H 3.343 -2.628 -2.870
H -0.191 4.380 1.371
H 1.667 -1.085 -1.249
H 2.862 2.888 -2.021
H -4.485 1.259 1.387
H 2.543 -1.413 -3.377
*
```

Output
HOMO energy (alpha / beta) = -13.87 / -13.86 eV
E_tot = -840.38704 Ha
largest force on an atom = 3.0 eV Å⁻¹
Kohn-Sham gap (alpha / beta) = 10.66 / 2.41 eV
LUMO (alpha / beta) = -3.209 / -11.458 eV
ΔE to the lowest compared entry with this formula, charge and spin = 2.355 eV
expectation value of S² = 0.76

***

# 3
A molecular structure, H22O11Xe in a non-equilibrium geometry. Source: the Open Molecules 2025 dataset; level of theory: ωB97M-V/def2-TZVPD.

```
! RIJCOSX wB97M-V def2-TZVPD def2/J DEFGRID3
* xyz 0 1
Xe -0.032 -0.204 0.702
O 2.690 -2.169 3.823
O -0.718 -1.962 -2.054
O -1.599 0.643 -2.812
O 2.145 -0.897 -2.610
O -3.089 0.465 2.144
O 1.797 3.190 -0.291
O 3.347 1.126 -1.269
O -1.321 0.643 4.544
O -3.779 -0.369 -0.589
O 2.090 -3.312 1.462
O -0.693 2.768 -1.354
H 1.004 3.003 -0.794
H 2.448 -2.239 2.900
H -1.004 2.050 -1.906
H 2.607 -0.290 -2.031
H -3.346 1.387 2.179
H -1.482 3.267 -1.143
H 0.150 -1.601 -1.872
H -0.857 -0.194 4.547
H 1.479 3.406 0.585
H 1.213 -3.692 1.410
H 2.278 -1.757 -2.211
H -3.220 0.214 1.230
H 1.854 -2.119 4.287
H -1.275 -0.250 -2.694
H -1.855 0.619 3.750
H 2.821 1.885 -1.017
H -3.098 -0.400 -1.262
H -1.702 0.738 -3.759
H -0.731 -2.086 -3.003
H 2.333 -3.142 0.552
H 3.948 0.997 -0.536
H -4.402 0.284 -0.908
*
```

Output
HOMO energy = -10.74 eV
E_tot = -1170.19958 Ha
largest force on an atom = 1.3 eV Å⁻¹
Kohn-Sham gap = 10.54 eV
LUMO = -0.199 eV
ΔE to the lowest compared entry with this formula, charge and spin = 0.194 eV

***

# 4
A molecular structure, H22O11Xe in a non-equilibrium geometry. Source: the Open Molecules 2025 dataset; level of theory: ωB97M-V/def2-TZVPD.

```
! RIJCOSX wB97M-V def2-TZVPD def2/J DEFGRID3
* xyz 0 1
Xe -0.740 0.129 -0.028
O 3.744 1.132 -0.811
O 1.267 -1.966 -2.672
O 2.012 1.403 -3.665
O -0.236 -1.237 3.174
O 1.564 3.040 0.348
O -3.084 0.194 -2.460
O -4.039 0.406 2.963
O -2.056 -3.091 1.552
O -0.328 0.212 -3.297
O 0.156 2.046 2.767
O 2.228 -0.108 1.284
H -3.490 -0.673 -2.481
H -3.790 -0.267 2.329
H 1.339 2.387 1.010
H -1.791 -3.905 1.982
H -2.940 -2.923 1.880
H -0.774 -1.799 2.616
H 1.380 -0.548 1.230
H -2.155 0.028 -2.620
H 2.202 -1.763 -2.671
H 3.274 1.130 -1.645
H -4.415 -0.082 3.696
H 2.859 -0.817 1.407
H 1.218 -2.876 -2.378
H -0.074 1.117 2.787
H 2.032 3.721 0.831
H 3.058 1.222 -0.150
H -0.643 2.497 3.039
H 1.993 2.320 -3.391
H -0.646 0.051 -4.186
H 0.200 -0.559 -3.088
H -0.481 -1.479 4.067
H 1.153 1.061 -3.417
*
```

Output
HOMO energy = -9.85 eV
E_tot = -1170.17776 Ha
largest force on an atom = 1.0 eV Å⁻¹
Kohn-Sham gap = 9.43 eV
LUMO = -0.425 eV
ΔE to the lowest compared entry with this formula, charge and spin = 0.788 eV

***

# 5
11 unconnected molecules or ions with the total composition H23O11 in a non-equilibrium geometry. Source: the Open Molecules 2025 dataset; level of theory: ωB97M-V/def2-TZVPD.

```
! RIJCOSX wB97M-V def2-TZVPD def2/J DEFGRID3
* xyz 1 1
O 0.857 0.797 3.787
O 1.137 1.385 -2.033
O -1.976 0.302 2.244
O 0.973 -0.645 -3.753
O -4.252 -0.869 1.185
O -3.749 1.819 0.130
O 3.972 0.194 -1.255
O -0.266 -0.962 -0.954
O 1.867 -2.589 -0.999
O 2.274 2.906 -0.028
O -0.973 -1.820 1.250
H -2.794 1.725 0.054
H 0.519 -1.513 -1.252
H -2.734 -0.090 2.689
H 4.764 0.017 -0.746
H -4.542 -0.441 0.370
H -0.646 -1.395 -0.007
H 2.389 1.963 0.083
H -1.043 -0.948 1.757
H 0.521 0.011 -3.218
H -5.026 -0.954 1.752
H 1.372 2.152 -2.559
H -1.891 -1.917 0.966
H -3.823 2.740 0.389
H 1.747 0.659 -2.198
H 1.708 -2.979 -0.131
H 0.523 0.476 4.625
H 0.000 -0.051 -0.719
H 3.513 -0.611 -1.507
H 0.950 -1.029 -4.622
H 3.101 3.365 -0.187
H 1.759 0.590 3.551
H 1.363 -3.130 -1.617
H -1.595 0.842 2.954
*
```

Output
HOMO energy = -13.48 eV
E_tot = -841.15235 Ha
largest force on an atom = 3.1 eV Å⁻¹
Kohn-Sham gap = 10.44 eV
LUMO = -3.038 eV
ΔE to the lowest compared entry with this formula, charge and spin = 3.533 eV

***

# 6
A molecular structure, H23O11 in a non-equilibrium geometry. Source: the Open Molecules 2025 dataset; level of theory: ωB97M-V/def2-TZVPD.

```
! RIJCOSX wB97M-V def2-TZVPD def2/J DEFGRID3
* xyz 1 1
O -2.952 -2.980 0.052
O -1.256 1.709 -0.241
O 0.268 -0.909 -2.515
O 3.807 -1.081 0.593
O -2.211 1.088 -2.637
O 1.616 -0.259 2.914
O -2.099 -0.203 4.043
O 1.897 3.763 1.366
O -0.436 -0.406 1.254
O 0.757 2.544 -3.839
O 0.546 -2.290 0.106
H -0.811 0.204 0.540
H 0.283 0.120 1.649
H -2.179 1.833 -0.016
H 1.282 -0.503 3.778
H -2.167 1.552 -3.490
H -0.026 -1.375 0.629
H 0.249 -2.788 -0.656
H 1.712 2.472 -3.520
H -1.665 -0.805 3.438
H -0.219 -0.131 -2.814
H -3.005 -0.497 3.939
H 0.931 -1.148 -3.188
H 4.230 -1.847 0.207
H -3.107 -3.857 0.420
H 2.562 -0.542 2.891
H 0.386 1.652 -3.847
H 1.996 3.251 0.559
H 0.652 -2.822 0.903
H 2.673 4.324 1.425
H -2.932 1.692 -2.341
H 4.203 -0.299 0.216
H -3.638 -2.817 -0.632
H -1.348 1.358 -1.184
*
```

Output
HOMO energy = -13.57 eV
E_tot = -841.16292 Ha
largest force on an atom = 2.2 eV Å⁻¹
Kohn-Sham gap = 10.62 eV
LUMO = -2.948 eV
ΔE to the lowest compared entry with this formula, charge and spin = 3.245 eV

***

# 7
12 unconnected molecules or ions with the total composition H23O12 in a non-equilibrium geometry. Source: the Open Molecules 2025 dataset; level of theory: ωB97M-V/def2-TZVPD.

```
! RIJCOSX wB97M-V def2-TZVPD def2/J DEFGRID3
* xyz -1 1
O -3.798 -0.152 -1.899
O 1.330 -1.552 1.689
O 3.203 -1.462 -0.199
O -1.206 -0.461 -2.843
O -0.090 0.088 0.342
O -1.870 4.156 -1.830
O 1.681 2.357 1.662
O -3.468 -2.832 -1.390
O 4.225 1.779 1.101
O 1.968 0.596 3.323
O 1.872 -2.518 -3.103
O -2.487 -0.317 1.952
H -0.722 0.326 -3.284
H -2.305 3.683 -1.127
H -4.337 -2.471 -1.319
H -3.012 -0.419 -1.413
H -0.128 -0.564 -0.334
H -1.831 -0.203 1.270
H -2.928 -2.266 -0.830
H 0.522 -0.463 1.020
H 1.324 0.458 4.001
H 0.648 -2.204 1.739
H -2.315 3.913 -2.640
H 2.364 -1.955 -2.508
H 4.001 -1.277 0.276
H 4.240 1.317 1.983
H -1.229 -0.141 -1.939
H 3.279 1.984 1.039
H 1.853 2.556 2.604
H 1.752 -0.137 2.564
H 0.881 1.855 1.501
H -4.643 -0.377 -1.468
H -2.235 0.335 2.585
H 0.995 -2.130 -2.970
H 2.468 -1.505 0.447
*
```

Output
HOMO energy = -6.28 eV
E_tot = -916.69438 Ha
largest force on an atom = 2.8 eV Å⁻¹
Kohn-Sham gap = 8.56 eV
LUMO = 2.287 eV
ΔE to the lowest compared entry with this formula, charge and spin = 3.484 eV